A cluster of 2 separate species, C2H3O3 in total in a non-equilibrium geometry, computed with the ωB97M-V functional and the def2-TZVPD basis.

Atoms and positions in Å:
C 1.51174 0.44186 -0.09267
C 0.97634 -0.69169 0.10157
O -3.22547 0.33906 -0.21348
O -1.10391 0.13473 0.12033
O -2.27171 -0.33960 0.10506
H 2.57988 0.54371 -0.36424
H 0.72830 1.30579 0.27936
H 0.80483 -1.73386 0.06406

Cartesian forces, eV/Å:
-2.0 1.2 1.6
0.7 1.0 -0.8
0.8 0.6 0.0
0.4 1.0 -0.2
-0.9 -1.9 0.3
-0.6 0.3 0.2
2.2 -1.5 -1.3
-0.7 -0.7 0.2

Values from the calculation:
relative energy (zero: lowest compared OMol25 entry of this formula, charge and spin) = 238.5 kcal/mol
LUMO (alpha / beta) = -0.278 / -0.279 Ha
orbital gap (alpha / beta) = 0.3545 / 0.3539 hartree
total charge = +1
maximum force = 0.0570 hartree/bohr

Atom charges from the Mulliken analysis, given in e for atoms 1 to 5: number 1, C, carries -0.489; number 2, C, carries 0.282; number 3, O, carries -0.089; number 4, O, carries -0.293; number 5, O, carries 0.440